Entry 1:
{"formula": "C9H28HfNaO13P3", "method": "the ωB97M-V functional and the def2-TZVPD basis", "symbols": ["Na", "Hf", "O", "H", "C", "O", "P", "O", "O", "C", "O", "C", "H", "H", "H", "H", "H", "H", "H", "H", "H", "C", "O", "P", "O", "O", "C", "O", "C", "H", "H", "H", "H", "H", "H", "H", "H", "H", "C", "O", "P", "O", "O", "C", "O", "C", "H", "H", "H", "H", "H", "H", "H", "H", "H"], "xyz": [[-1.709381, -3.478082, 1.898646], [-0.708815, -2.130820, -2.093865], [-1.415696, -1.752939, -0.084961], [-1.306680, -0.837753, 0.242648], [0.130634, 1.379746, 1.073777], [0.829006, 1.950501, -0.064271], [1.400720, 0.995030, -1.182458], [0.539239, -0.216335, -1.477889], [1.590472, 2.027541, -2.379079], [2.165405, 1.636766, -3.662079], [2.869321, 0.612145, -0.780125], [3.921967, 1.614756, -0.565312], [0.240076, 0.303711, 1.248105], [-0.917658, 1.672714, 1.096392], [0.628816, 1.838757, 1.927340], [3.073147, 2.212223, -3.803170], [1.416081, 1.663239, -4.451179], [2.421075, 0.570765, -3.699722], [4.798882, 1.320236, -1.137575], [4.152655, 1.629992, 0.494894], [3.641218, 2.596919, -0.941323], [-4.407917, 1.790002, 0.184885], [-3.585281, 0.743522, -0.438515], [-3.070790, 0.885349, -1.921595], [-2.084952, -0.195529, -2.251397], [-4.408998, 0.893472, -2.760874], [-4.588823, 0.157898, -3.988527], [-2.545549, 2.375714, -2.044213], [-1.917651, 2.862535, -3.235562], [-4.817340, 2.468296, -0.558694], [-3.748926, 2.329811, 0.863440], [-5.200688, 1.388571, 0.811043], [-3.653359, -0.129900, -4.467768], [-5.131573, 0.824625, -4.658057], [-5.249764, -0.685968, -3.792205], [-2.393267, 3.758807, -3.628374], [-1.910251, 2.093522, -4.014538], [-0.870245, 3.100608, -3.055904], [1.561727, -0.032298, 4.712717], [2.080819, -0.838091, 3.628562], [1.468568, -2.275374, 3.340612], [0.034740, -2.217741, 2.945937], [2.430468, -2.894972, 2.230076], [2.289616, -2.656964, 0.840189], [1.770648, -3.065279, 4.700158], [2.150597, -4.469146, 4.637578], [2.261152, 0.781163, 4.879107], [1.397064, -0.634800, 5.603601], [0.604114, 0.430649, 4.462087], [3.179868, -2.205017, 0.396996], [1.415472, -2.055147, 0.566749], [2.329659, -3.670813, 0.422001], [1.904616, -4.889717, 3.665310], [1.720963, -5.044562, 5.454330], [3.224777, -4.532312, 4.812061]], "atomic_forces_ev_per_a": [[0.26, 0.28, 1.02], [-2.19, 9.77, 6.93], [1.76, -2.70, -4.71], [-0.02, 0.02, -0.11], [0.32, 0.61, 1.29], [-0.72, -1.86, -1.17], [3.76, 4.52, -0.06], [-1.81, -4.49, -1.46], [-1.31, -1.42, 0.71], [0.02, -1.23, -0.15], [-1.70, -1.21, -0.37], [0.66, 0.52, -0.11], [0.24, -0.08, -0.53], [0.05, 0.12, -0.38], [-0.24, -0.01, 0.11], [-0.24, 0.24, -0.31], [0.02, 1.06, 0.08], [0.41, 0.04, 0.59], [-0.13, -0.40, 0.08], [-0.11, 0.03, -0.02], [-0.36, -0.04, 0.22], [0.09, 1.02, 0.72], [1.22, -0.62, -1.09], [-4.48, 4.03, 1.40], [3.02, -4.53, -1.25], [2.01, -0.83, 0.30], [-1.08, 0.08, -0.75], [0.30, -1.84, 0.80], [0.91, 0.06, -1.35], [0.00, -0.12, -0.07], [0.04, 0.13, -0.22], [0.04, -0.64, -0.45], [0.04, 0.00, 0.17], [0.15, -0.02, -0.03], [0.25, -0.10, 0.04], [-0.38, -0.13, 0.35], [-0.27, 0.09, -0.05], [-0.09, 0.04, 0.45], [-0.49, 0.45, 0.35], [-0.52, -0.84, -0.73], [1.27, 0.66, 2.54], [-0.54, -0.58, -1.10], [-0.51, 0.67, 0.31], [0.90, -1.04, -0.20], [-0.46, 0.37, -2.01], [0.77, -0.42, 0.38], [0.23, -0.28, 0.12], [0.34, 0.03, 0.05], [-0.02, -0.22, -0.32], [0.02, 0.45, 0.52], [-0.21, -0.09, 0.13], [-0.61, 0.11, -0.40], [-0.05, -0.15, 0.11], [-0.56, 0.38, -0.09], [0.01, 0.15, -0.31]], "lowdin_charge": [0.7488, 2.4080, -0.2911, 0.0270, -0.0250, -0.1372, 0.4479, -0.3520, -0.1973, -0.0187, -0.2023, 0.0121, 0.0690, 0.1013, 0.1191, 0.1202, 0.0996, 0.0869, 0.1135, 0.1111, 0.1050, 0.0013, -0.2065, 0.4347, -0.3429, -0.1542, -0.0349, -0.1610, -0.0313, 0.1059, 0.0999, 0.1135, 0.0795, 0.1192, 0.1082, 0.1245, 0.0916, 0.0897, -0.0475, -0.2092, 0.4189, -0.2906, -0.1779, -0.0994, -0.1785, -0.0370, 0.1061, 0.1015, 0.0855, 0.1080, 0.0368, 0.1045, 0.0788, 0.1073, 0.1097], "total_charge": 4, "lumo_ha": -0.639}

Entry 2:
{"formula": "C9H28O5", "method": "the ωB97M-V functional and the def2-TZVPD basis", "symbols": ["C", "O", "H", "H", "H", "H", "C", "O", "H", "H", "H", "H", "C", "O", "H", "H", "H", "H", "C", "C", "C", "O", "H", "H", "H", "H", "H", "H", "H", "H", "C", "C", "C", "O", "H", "H", "H", "H", "H", "H", "H", "H"], "xyz": [[0.530268, -3.153315, 3.049975], [-0.224902, -3.759775, 4.084245], [1.049308, -3.891575, 2.438705], [-0.136162, -2.557335, 2.426455], [1.221018, -2.404715, 3.438015], [0.251868, -3.628135, 4.907025], [1.452708, -0.639175, 0.522345], [1.557308, 0.435255, -0.371425], [0.808588, -1.333095, -0.017725], [2.431938, -1.084305, 0.698615], [0.952998, -0.251445, 1.410065], [1.649458, 1.234795, 0.151865], [2.615178, 0.995695, -3.660505], [1.470648, 0.265355, -3.216385], [2.576868, 2.023645, -3.300025], [3.526128, 0.475365, -3.364635], [2.669388, 1.036845, -4.748375], [1.574558, 0.057895, -2.284845], [-2.639552, -2.109895, -2.590225], [-2.986032, -2.493025, -1.129755], [-1.763982, -2.434525, -0.177015], [-3.950222, -1.736535, -0.542155], [-3.456212, -2.308245, -3.284375], [-1.859772, -2.785535, -2.941735], [-2.369272, -1.055425, -2.646135], [-3.373462, -3.508685, -1.209885], [-1.963962, -2.815335, 0.824535], [-1.424842, -1.408095, -0.037295], [-0.983342, -3.058505, -0.612135], [-4.712932, -1.612285, -1.111765], [0.275268, 3.383445, -0.267235], [0.928408, 3.641375, 1.098865], [-0.017192, 4.249945, 2.147165], [1.344728, 2.377915, 1.544095], [-0.012702, 4.325595, -0.733635], [-0.603772, 2.738955, -0.262845], [1.029078, 2.954405, -0.927395], [1.782268, 4.317565, 1.141345], [-0.835392, 3.555675, 2.338565], [-0.503502, 5.107855, 1.682845], [0.565748, 4.412985, 3.053635], [1.553488, 2.438405, 2.479165]], "atomic_forces_ev_per_a": [[-0.24, 0.52, 0.10], [0.14, 0.12, -0.09], [0.09, -0.01, 0.02], [-0.26, -0.26, -0.22], [0.38, -0.21, 0.12], [-0.09, -0.15, 0.06], [-0.77, 0.13, -0.38], [0.64, -0.02, -1.41], [0.05, -0.54, 0.46], [0.00, -0.11, 0.28], [0.20, -0.53, 0.29], [-0.01, 0.76, 0.46], [-0.18, -0.82, -0.62], [0.53, 0.59, -1.45], [0.08, 0.16, 0.47], [0.10, 0.19, 0.63], [-0.69, -0.08, 0.03], [0.08, 0.09, 1.40], [-0.26, -0.29, 0.12], [1.72, -0.12, 0.10], [-0.40, -0.60, -0.65], [-1.03, 1.19, 0.58], [-0.31, 0.20, 0.19], [0.31, 0.28, 0.15], [0.21, -0.04, -0.05], [0.13, -0.74, 0.11], [-0.33, -0.12, -0.13], [-0.02, 0.11, -0.31], [0.21, 0.14, 0.09], [-0.24, -0.01, -0.23], [0.80, 1.04, -0.07], [-1.52, 0.58, 0.48], [-0.32, -0.81, -1.16], [0.58, -1.22, 0.28], [-0.05, 0.06, 0.06], [0.13, -0.06, 0.46], [-0.04, -0.12, -0.14], [0.24, 0.03, -1.05], [0.05, -0.18, 0.22], [0.35, 0.49, 0.59], [-0.37, 0.53, 0.06], [0.15, -0.18, 0.13]], "lowdin_charge": [-0.1728, -0.1034, 0.0823, 0.0486, 0.0768, 0.0775, -0.1020, -0.1036, 0.0700, 0.1064, 0.0936, 0.0367, -0.0357, 0.0928, 0.1170, 0.1142, 0.1031, 0.0645, -0.0209, -0.4781, -0.0359, 0.0562, 0.0837, 0.0860, 0.0883, 0.1598, 0.0826, 0.0753, 0.0847, 0.1230, -0.0350, -0.4711, -0.0411, -0.0748, 0.0877, 0.0943, 0.0592, 0.1395, 0.0861, 0.0882, 0.0857, 0.1107], "total_charge": 1, "lumo_ha": [-0.082, -0.358], "multiplicity": 2}

Entry 3:
{"formula": "C9H29AgN8O7", "method": "the ωB97M-V functional and the def2-TZVPD basis", "symbols": ["Ag", "C", "C", "C", "O", "H", "H", "H", "H", "H", "H", "H", "C", "C", "O", "O", "H", "H", "H", "H", "H", "H", "C", "O", "N", "N", "H", "H", "H", "H", "C", "O", "N", "N", "H", "H", "H", "H", "C", "O", "N", "N", "H", "H", "H", "H", "C", "O", "N", "N", "H", "H", "H", "H"], "xyz": [[0.502699, 0.258954, 0.026525], [-2.646505, -0.718819, 2.259160], [-2.750768, -0.286943, 0.809268], [-4.141977, 0.212134, 0.431790], [-1.796915, 0.593013, 0.366528], [-1.620792, -0.891478, 2.584154], [-3.231502, -1.626947, 2.432860], [-3.111329, 0.021543, 2.921576], [-2.541535, -1.200276, 0.202915], [-4.181184, 0.465807, -0.624595], [-4.311953, 1.147794, 0.985700], [-4.961128, -0.416943, 0.771730], [3.358581, -0.255454, 1.311644], [2.491545, -0.568830, 2.510900], [1.171105, -0.093035, 2.246153], [2.771773, -0.839995, 0.139095], [4.331306, -0.737863, 1.463960], [3.533688, 0.822222, 1.255514], [2.915571, -0.097319, 3.399059], [2.435577, -1.648037, 2.676612], [0.764637, 0.318159, 3.012464], [3.496927, -0.967105, -0.479318], [0.079804, 3.301655, 1.694028], [0.716922, 2.410249, 1.158890], [0.630805, 4.427707, 2.225307], [-1.277428, 3.175488, 1.899014], [0.067638, 5.248948, 2.363854], [1.597011, 4.603197, 2.012726], [-1.783739, 2.487458, 1.371058], [-1.716310, 3.919931, 2.411402], [-0.714500, -0.976451, -2.869097], [0.162312, -0.332902, -2.299522], [-0.459732, -2.048847, -3.678301], [-2.037238, -0.699162, -2.670338], [-1.185028, -2.445661, -4.245781], [0.505394, -2.287948, -3.805114], [-2.285937, 0.118080, -2.138916], [-2.753963, -1.077497, -3.264921], [2.468397, 1.972024, -2.346816], [1.765055, 1.785743, -1.368920], [2.562962, 1.082695, -3.378388], [3.206516, 3.118060, -2.482364], [3.261856, 1.204910, -4.088472], [1.856328, 0.379077, -3.493330], [3.212558, 3.689688, -1.659158], [3.757502, 3.301212, -3.298684], [-0.384646, -3.214473, 0.144941], [-0.033271, -2.058916, 0.300010], [-1.591285, -3.674858, 0.624632], [0.414829, -4.163928, -0.412310], [-2.021678, -3.159022, 1.369786], [-1.940994, -4.607539, 0.493296], [1.322619, -3.859204, -0.710930], [0.119408, -5.110321, -0.561278]], "atomic_forces_ev_per_a": [[-0.71, 0.31, -0.44], [-0.43, 0.44, 0.62], [0.50, -1.95, -0.56], [0.12, 1.25, 0.51], [0.01, 0.95, 0.12], [0.05, 0.01, -0.20], [0.05, -0.07, -0.13], [0.24, 0.07, -0.01], [-0.31, 0.17, 0.03], [-0.27, -0.24, -0.07], [0.09, 0.00, -0.19], [0.21, -0.47, -0.32], [0.48, -0.68, 0.41], [-0.31, -0.09, -0.14], [0.12, -0.26, 0.47], [0.41, 0.32, 0.40], [-0.01, 0.14, 0.20], [-0.33, 0.04, -0.44], [0.02, 0.04, -0.02], [0.11, 0.00, -0.04], [0.16, 0.10, 0.01], [-0.21, 0.10, -0.27], [-1.25, -0.85, 0.07], [0.56, 0.47, -0.01], [0.34, 0.36, 0.07], [0.88, 0.82, 0.29], [-0.03, -0.05, -0.01], [0.03, -0.12, -0.04], [0.00, -0.12, 0.01], [-0.49, -0.24, -0.21], [-0.73, -0.03, 0.30], [0.22, -0.41, -0.48], [0.03, 0.56, 0.38], [-0.14, -0.08, -0.20], [0.18, -0.16, -0.08], [-0.04, -0.13, -0.22], [0.31, 0.08, 0.09], [0.08, -0.08, 0.02], [-0.05, -0.01, -0.37], [0.11, 0.28, 0.14], [0.43, 0.13, -0.16], [-0.30, -0.67, 0.20], [-0.17, 0.01, -0.10], [-0.11, -0.06, 0.34], [0.25, 0.30, -0.17], [0.08, 0.25, 0.14], [-0.27, -0.79, 0.74], [-0.10, -0.11, -0.01], [-0.20, 0.09, -0.18], [-0.03, 0.31, -0.26], [0.02, 0.25, -0.10], [0.33, -0.07, -0.04], [0.02, -0.07, -0.14], [0.08, 0.00, 0.05]], "lowdin_charge": [0.8782, -0.0548, -0.5739, -0.0298, -0.0953, 0.0716, 0.0793, 0.0857, 0.1204, 0.0714, 0.0858, 0.0899, -0.2219, -0.2061, -0.1302, -0.1034, 0.1259, 0.1235, 0.1292, 0.1242, 0.0988, 0.0954, -0.6406, -0.0206, 0.1606, 0.1664, 0.0996, 0.1064, 0.0683, 0.0958, -0.6304, -0.0334, 0.1728, 0.1802, 0.1017, 0.1061, 0.0911, 0.1050, -0.6513, -0.0232, 0.1657, 0.1625, 0.0964, 0.0704, 0.1047, 0.0969, -0.6344, -0.0084, 0.1678, 0.1742, 0.0758, 0.1008, 0.1072, 0.1020], "total_charge": 1, "lumo_ha": [-0.066, -0.153], "multiplicity": 2}

Entry 4:
{"formula": "C9H29AgN8O7", "method": "the ωB97M-V functional and the def2-TZVPD basis", "symbols": ["Ag", "C", "C", "C", "O", "H", "H", "H", "H", "H", "H", "H", "C", "C", "O", "O", "H", "H", "H", "H", "H", "H", "C", "O", "N", "N", "H", "H", "H", "H", "C", "O", "N", "N", "H", "H", "H", "H", "C", "O", "N", "N", "H", "H", "H", "H", "C", "O", "N", "N", "H", "H", "H", "H"], "xyz": [[-11.556113, 1.704182, -7.242674], [-8.146987, 1.039575, -7.314606], [-8.723392, 0.374488, -8.609855], [-8.737011, -1.191221, -8.449229], [-10.067340, 0.703686, -8.775030], [-8.440825, 2.078355, -7.164020], [-7.069351, 0.881696, -7.357957], [-8.507828, 0.601312, -6.384109], [-8.240945, 0.661885, -9.544063], [-7.807274, -1.558972, -8.015116], [-8.976928, -1.675199, -9.395961], [-9.461852, -1.576445, -7.732086], [-13.232919, -1.012242, -6.352721], [-13.640720, -0.209298, -5.088918], [-12.981284, 1.031445, -5.143951], [-12.094111, -0.502305, -7.092684], [-14.143466, -1.194801, -6.923399], [-13.016429, -1.985312, -5.911863], [-13.360702, -0.653360, -4.133671], [-14.727254, -0.124689, -5.068982], [-13.035970, 1.465347, -4.289349], [-11.841643, -1.020838, -7.860143], [-14.145443, 1.189497, -9.299423], [-12.927183, 1.456701, -9.167807], [-14.525102, 0.689823, -10.401655], [-15.111957, 1.224223, -8.411994], [-15.504293, 0.458300, -10.314005], [-14.045047, 0.721374, -11.289718], [-16.036300, 1.488979, -8.721165], [-14.898677, 1.447354, -7.450311], [-9.711981, 2.436798, -4.388517], [-10.283603, 2.459826, -5.426099], [-8.429759, 2.253724, -4.291555], [-10.419562, 2.915859, -3.378908], [-7.907664, 2.015011, -5.122535], [-7.908399, 2.475084, -3.455319], [-9.953703, 3.084363, -2.498754], [-11.426440, 2.957352, -3.446620], [-13.385481, 4.409793, -5.922906], [-13.055827, 3.429443, -6.611897], [-12.472558, 5.041403, -5.277735], [-14.530963, 4.631117, -5.479403], [-12.765429, 5.982259, -5.056125], [-11.612729, 4.784309, -5.741086], [-14.557166, 5.416765, -4.845234], [-15.137411, 3.837522, -5.329310], [-9.983360, 4.338113, -8.734978], [-10.828866, 3.716679, -8.175527], [-10.091428, 5.616757, -9.129169], [-8.891775, 3.769601, -9.167574], [-10.999134, 6.016260, -8.937966], [-9.424493, 6.022996, -9.769687], [-8.343123, 4.387631, -9.748190], [-8.749293, 2.777422, -9.043534]], "atomic_forces_ev_per_a": [[0.66, 0.22, -0.60], [0.06, -0.26, -0.48], [-1.76, -1.89, 1.74], [0.82, 0.35, 0.12], [-0.43, 0.88, 0.03], [0.30, 0.17, -0.61], [0.12, 0.36, 0.13], [-0.27, -0.77, -0.41], [0.64, 0.21, 0.13], [0.40, -0.10, -0.54], [0.33, 0.03, -0.05], [-0.41, 0.73, 0.11], [0.15, -1.20, 0.66], [0.74, 0.42, -0.19], [-0.28, 0.65, -0.04], [-1.26, -0.38, 1.56], [0.29, 0.48, -0.71], [0.44, -0.33, -0.42], [0.13, -0.71, -0.24], [-0.20, 0.20, -0.13], [-0.03, 0.00, -0.03], [-0.32, -0.22, -0.11], [6.04, 1.26, 1.08], [-1.33, 0.23, 0.80], [-3.24, -1.95, -4.42], [-2.08, 0.64, 3.27], [0.12, -0.50, -1.45], [0.00, 0.10, 0.49], [0.15, -0.10, 0.19], [0.23, 0.34, -0.26], [-1.17, 2.14, 0.44], [-1.62, -1.23, -4.68], [3.53, -0.84, 1.05], [0.00, 0.30, 3.67], [-0.20, 0.20, 0.29], [-0.12, -0.24, -0.19], [-0.59, -0.09, 0.14], [0.53, 0.18, -0.11], [3.47, -6.25, -2.54], [-1.48, 0.58, -0.42], [3.88, 2.85, 0.95], [-7.46, 1.59, 1.70], [1.25, 0.32, 0.23], [0.89, 1.01, 0.31], [-0.92, -0.51, 0.21], [-0.25, 0.50, -0.29], [0.14, 0.17, -1.48], [-2.48, -0.42, 2.10], [-0.83, 1.50, 0.43], [2.96, -0.45, -0.97], [0.39, 0.34, -0.38], [-0.57, 0.18, 0.23], [0.64, -1.12, 0.02], [0.01, 0.41, -0.34]], "lowdin_charge": [0.8745, -0.0598, -0.4712, -0.0487, -0.1098, 0.0465, 0.0920, 0.0698, 0.1334, 0.0729, 0.0770, 0.0652, -0.1763, -0.2169, -0.1140, -0.1232, 0.1092, 0.1136, 0.1196, 0.1125, 0.0853, 0.0901, -0.7308, -0.0298, 0.1850, 0.1818, 0.1172, 0.1409, 0.1201, 0.1007, -0.7547, -0.0026, 0.2072, 0.1815, 0.0914, 0.1252, 0.1113, 0.1043, -0.7914, -0.0385, 0.1890, 0.1942, 0.1236, 0.1133, 0.1245, 0.1370, -0.7386, 0.0172, 0.1689, 0.1938, 0.1166, 0.1075, 0.1154, 0.0772], "total_charge": 1, "lumo_ha": [-0.076, -0.132], "multiplicity": 2}

It is found that the F_max values, taken in the order of the records, are 12.18 1.73 2.09 7.82 eV/Å.
It is found that the energy relative to the best compared isomer or geometry (same formula, charge and spin) values, taken in the order of the records, are 194.3 156.9 0.0 379.9 kJ/mol.